[1]
{
  "formula": "BrCa2O4PZn",
  "method": "ωB97M-V/def2-TZVPD",
  "species": ["Br", "Zn", "Ca", "Ca", "P", "O", "O", "O", "O"],
  "coordinates": [[1.869, 0.134, -1.812], [3.519, 0.036, -3.864], [-0.634, -1.038, -1.474], [1.986, 0.366, 1.129], [-1.408, 0.059, 1.181], [-1.332, -0.503, 2.583], [-1.676, 1.495, 1.650], [0.016, -0.041, 0.470], [-2.341, -0.507, 0.137]],
  "lowdin_charge": [-0.136, 0.532, 1.414, 1.528, -0.016, -0.060, -0.041, -0.854, -0.368],
  "relative_energy_kcal_mol": 0.0,
  "total_charge": 2,
  "gap_ev": 2.1
}


[2]
{
  "formula": "C3H7PS",
  "method": "ωB97M-V/def2-TZVPD",
  "species": ["S", "P", "C", "C", "C", "H", "H", "H", "H", "H", "H", "H"],
  "coordinates": [[-0.201, -0.228, 0.519], [5.135, 0.311, -0.728], [3.736, 0.866, -0.368], [-1.306, 1.124, 0.688], [-0.002, -0.430, -1.248], [-0.977, -0.143, -1.739], [0.195, -1.416, -1.584], [-2.029, 1.005, 1.558], [2.722, 0.964, -0.261], [0.859, 0.191, -1.592], [-0.720, 1.974, 0.947], [-1.760, 1.089, -0.350]],
  "lowdin_charge": [0.708, 0.669, -0.532, -0.457, -0.440, 0.049, 0.014, 0.059, -0.142, 0.026, 0.005, 0.041],
  "relative_energy_kcal_mol": 53.2,
  "smiles": "C#P.CSC",
  "total_charge": 0,
  "gap_ev": 9.0
}


[3]
{
  "formula": "C35H55N4OP2PdS",
  "method": "ωB97M-V/def2-TZVPD",
  "species": ["Pd", "S", "P", "P", "O", "N", "N", "N", "N", "C", "C", "C", "C", "C", "C", "C", "C", "C", "C", "C", "C", "C", "C", "C", "C", "C", "C", "C", "C", "C", "C", "C", "C", "C", "C", "C", "C", "C", "C", "C", "C", "C", "C", "C", "H", "H", "H", "H", "H", "H", "H", "H", "H", "H", "H", "H", "H", "H", "H", "H", "H", "H", "H", "H", "H", "H", "H", "H", "H", "H", "H", "H", "H", "H", "H", "H", "H", "H", "H", "H", "H", "H", "H", "H", "H", "H", "H", "H", "H", "H", "H", "H", "H", "H", "H", "H", "H", "H", "H"],
  "coordinates": [[-0.521, -0.246, 0.523], [0.497, 1.413, 2.294], [2.727, -0.420, -0.460], [-2.804, -0.235, -0.127], [-1.290, -1.875, 2.980], [0.407, 0.811, -0.942], [1.331, 0.728, 4.748], [-0.954, 0.760, 4.458], [-0.438, -1.613, -1.460], [-1.054, -1.257, 2.027], [-4.609, -1.263, 1.741], [2.207, -1.810, 1.940], [-3.475, 1.521, -0.018], [-4.944, 1.623, -0.449], [-4.075, -1.554, 0.331], [2.052, -1.498, -1.669], [0.711, -2.886, -3.139], [-5.260, -1.651, -0.648], [5.554, 0.005, -1.107], [-0.052, 0.302, 6.708], [-3.366, -2.920, 0.321], [-2.615, 2.443, -0.903], [3.940, 0.276, -2.958], [0.904, 0.953, -2.033], [-2.633, -0.583, -1.924], [4.126, 0.461, -1.446], [0.272, 0.944, 3.939], [0.836, 1.817, -3.216], [-0.454, -2.993, -3.874], [0.857, 1.337, -4.546], [0.708, 3.193, -2.984], [4.098, -0.177, 1.999], [-1.513, -1.574, -2.247], [0.753, 3.619, -5.365], [-1.575, -2.278, -3.452], [-1.250, 0.199, 5.783], [-3.334, 1.992, 1.439], [3.935, 1.948, -1.091], [0.769, -2.009, -2.013], [3.401, -1.259, 1.149], [0.844, 2.246, -5.614], [0.669, 4.094, -4.051], [4.321, -2.425, 0.776], [1.252, -0.021, 6.004], [1.428, -1.036, 2.034], [1.767, -2.687, 1.447], [-3.574, -0.924, -2.376], [-2.499, -2.218, -4.020], [0.909, 1.877, -6.639], [-3.902, 1.368, 2.141], [4.716, 0.860, -3.475], [-5.984, -2.356, -0.214], [-5.106, 1.284, -1.479], [0.756, 4.322, -6.198], [3.968, 2.115, -0.003], [0.003, 1.322, 7.108], [-5.242, 2.683, -0.409], [5.749, -1.025, -1.439], [-5.188, -0.332, 1.788], [-1.543, 2.304, -0.705], [2.848, -2.117, -2.113], [1.334, -1.101, 5.811], [-2.280, 2.012, 1.748], [-5.290, -2.083, 2.012], [-5.628, 1.084, 0.219], [4.041, -0.771, -3.269], [-5.780, -0.700, -0.798], [0.640, 3.553, -1.953], [5.235, -2.105, 0.263], [0.580, 5.160, -3.852], [2.239, 0.851, 4.308], [1.641, -3.349, -3.468], [4.979, 0.258, 1.511], [4.442, -0.629, 2.943], [2.117, 0.271, 6.607], [-0.504, -3.574, -4.793], [5.814, 0.103, -0.047], [-4.965, -2.057, -1.622], [4.613, -2.948, 1.700], [-2.106, 0.747, 6.188], [2.962, 0.641, -3.284], [-2.487, -2.935, 0.975], [-2.797, 2.285, -1.974], [3.402, 0.639, 2.239], [2.968, 2.309, -1.469], [-0.188, -0.374, 7.557], [-1.559, -0.849, 5.660], [-3.810, -1.238, 2.491], [-4.079, -3.670, 0.696], [-3.729, 3.017, 1.513], [-1.730, 1.021, 3.858], [-2.870, 3.491, -0.674], [-2.377, 0.373, -2.424], [3.784, -3.144, 0.140], [2.526, -2.099, 2.958], [0.886, 0.257, -4.721], [4.743, 2.525, -1.568], [6.243, 0.665, -1.662], [-3.066, -3.219, -0.692]],
  "lowdin_charge": [0.630, 0.683, 1.240, 1.098, 0.147, 0.022, 0.043, 0.036, 0.071, -0.262, -0.074, -0.124, -0.670, -0.068, -0.659, -0.177, 0.028, -0.061, -0.065, -0.142, -0.070, -0.090, -0.072, -0.115, -0.219, -0.628, -0.729, -0.234, 0.004, -0.024, -0.027, -0.075, -0.309, -0.018, 0.027, -0.136, -0.095, -0.069, -0.294, -0.637, -0.028, -0.024, -0.057, -0.140, -0.033, 0.094, 0.091, 0.138, 0.127, 0.073, 0.119, 0.114, 0.094, 0.131, 0.088, 0.134, 0.112, 0.094, 0.077, 0.046, 0.101, 0.133, 0.025, 0.109, 0.079, 0.090, 0.070, 0.128, 0.070, 0.127, 0.125, 0.136, 0.067, 0.111, 0.140, 0.138, 0.068, 0.083, 0.116, 0.140, 0.045, 0.052, 0.085, 0.048, 0.058, 0.137, 0.126, 0.068, 0.115, 0.110, 0.119, 0.113, 0.097, 0.091, 0.111, 0.121, 0.113, 0.115, 0.085],
  "spin_multiplicity": 5,
  "total_charge": 3,
  "gap_ev": [7.1, 6.3]
}


Number 1: total energy -172802.00917 eV. Number 2: total energy -23345.65995 eV. Number 3: total energy -78060.91144 eV.